(1)
This record from OMol25 describes 2 unconnected molecules or ions with the total composition C3HIN2O2S in a non-equilibrium geometry. The level of theory is ωB97M-V/def2-TZVPD.

Geometry as XYZ:
```
10
Properties=species:S:1:pos:R:3
C -0.649 1.380 0.544
C 1.459 0.184 0.760
C 0.097 0.283 0.469
N -1.518 2.144 0.725
N 2.577 0.180 1.023
O 1.651 1.458 -2.447
O 0.681 3.255 -1.168
S 1.857 2.441 -1.430
I -2.306 3.633 -0.362
H -0.402 -0.528 0.317
```

HOMO level: -9.26 eV
2S+1: 1
Energy above the lowest of the compared OMol25 structures with the same formula, charge and spin: 6.5 kcal/mol

=====

(2)
This record from OMol25 describes 5 unconnected molecules or ions with the total composition CH11O5 in a non-equilibrium geometry. The level of theory is ωB97M-V/def2-TZVPD.

Geometry as XYZ:
```
17
Properties=species:S:1:pos:R:3
C 1.977 -0.343 0.006
O 0.722 -0.543 -0.788
H 1.926 -0.806 0.958
H 2.071 0.737 0.135
H 2.843 -0.642 -0.612
H -1.218 1.303 0.971
H -1.731 2.195 -0.168
O -0.989 2.164 0.463
H 0.084 -0.421 0.112
H -0.306 0.389 2.261
O -0.479 -0.346 1.623
H -0.584 1.851 -1.037
H -0.796 0.892 -2.147
O -0.813 1.842 -2.011
H -0.278 -2.545 -0.320
H -1.461 -2.628 0.641
O -0.969 -3.100 -0.086
```

HOMO level: -4.83 eV
2S+1: 1
Energy above the lowest of the compared OMol25 structures with the same formula, charge and spin: 32.7 kcal/mol
Net charge: -1

=====

(3)
This record from OMol25 describes 12 unconnected molecules or ions with the total composition C25H42Cl24N3 in a non-equilibrium geometry. The level of theory is ωB97M-V/def2-TZVPD.

Geometry as XYZ:
```
94
Properties=species:S:1:pos:R:3
C 1.690 4.526 -1.950
C 0.544 3.780 -2.649
Cl 0.374 4.589 -4.257
C 0.953 2.275 -2.852
Cl 0.566 1.653 -4.489
N 0.251 1.414 -1.917
C -0.950 0.963 -2.001
N -1.191 0.198 -0.977
C -0.063 0.156 -0.196
C -0.125 -0.706 1.007
C 0.103 -2.181 0.556
C 1.326 -2.747 1.279
C 2.009 -3.878 0.483
N 3.445 -3.675 0.478
C 4.228 -3.497 -0.593
C 5.478 -3.380 -0.134
C 5.444 -3.480 1.249
C 4.162 -3.652 1.606
C 0.856 0.919 -0.754
H 2.609 3.961 -2.056
H 1.463 4.704 -0.909
H 1.859 5.447 -2.475
H -0.417 3.894 -2.176
H 2.009 2.120 -2.730
H -1.709 1.130 -2.754
H -2.035 -0.319 -0.764
H -1.097 -0.592 1.481
H 0.631 -0.377 1.706
H -0.792 -2.769 0.729
H 0.273 -2.187 -0.514
H 1.037 -3.064 2.270
H 2.053 -1.947 1.319
H 1.747 -4.823 0.946
H 1.648 -3.867 -0.536
H 3.863 -3.482 -1.595
H 6.351 -3.235 -0.731
H 6.245 -3.429 1.954
H 3.727 -3.781 2.570
H 1.856 1.113 -0.400
C 0.701 -7.809 1.885
Cl 0.084 -6.456 2.849
Cl 0.826 -7.383 0.175
H 1.684 -8.078 2.250
H 0.022 -8.647 1.987
C 4.469 3.282 0.391
Cl 4.822 3.872 2.015
Cl 4.073 1.547 0.328
H 3.632 3.839 -0.014
H 5.352 3.442 -0.216
C -0.188 7.481 0.272
Cl 0.825 6.539 1.374
Cl -0.730 6.509 -1.105
H -1.058 7.833 0.811
H 0.387 8.319 -0.101
C -1.815 -0.581 4.661
Cl -2.340 0.374 3.261
Cl -0.662 -1.841 4.199
H -1.344 0.080 5.372
H -2.680 -1.052 5.106
C -4.514 -1.015 -2.340
Cl -3.830 0.585 -2.706
Cl -3.850 -1.628 -0.815
H -5.590 -0.932 -2.254
H -4.252 -1.699 -3.138
C -4.661 -4.170 1.752
Cl -3.474 -3.025 2.408
Cl -4.105 -4.871 0.228
H -4.811 -4.968 2.468
H -5.592 -3.645 1.575
C -3.470 -3.555 6.846
Cl -4.882 -3.370 5.801
Cl -2.677 -2.000 7.144
H -3.787 -3.970 7.795
H -2.762 -4.218 6.364
C -3.562 -8.280 1.852
Cl -5.169 -7.580 2.103
Cl -3.266 -9.647 2.927
H -3.491 -8.620 0.826
H -2.818 -7.516 2.046
C 3.209 2.044 6.733
Cl 2.836 2.024 5.000
Cl 1.900 2.738 7.698
H 3.385 1.027 7.061
H 4.097 2.644 6.884
C -1.453 6.112 -7.031
Cl -1.124 7.787 -7.489
Cl -3.181 5.819 -6.813
H -1.085 5.458 -7.812
H -0.947 5.904 -6.097
C -0.666 9.789 -10.663
Cl -0.132 11.459 -10.434
Cl -1.803 9.647 -12.009
H 0.199 9.172 -10.871
H -1.155 9.453 -9.758
```

HOMO level: -10.05 eV
2S+1: 1
Net charge: +1

=====

(4)
This record from OMol25 describes a molecular structure, C17H29N2Tm in a non-equilibrium geometry. The level of theory is ωB97M-V/def2-TZVPD.

Geometry as XYZ:
```
49
Properties=species:S:1:pos:R:3
C 1.693 1.725 -0.567
H 2.551 2.331 -0.270
H 1.952 1.170 -1.483
H 1.761 0.770 0.573
C 0.475 2.661 -0.767
H -0.472 2.125 -1.082
H 0.235 3.165 0.181
C 0.715 3.736 -1.851
H -0.169 4.375 -1.962
H 1.571 4.361 -1.581
H 0.917 3.262 -2.818
C -0.870 -1.926 -0.066
C -1.527 -1.132 -1.058
C -0.559 -0.783 -2.057
C 0.700 -1.342 -1.666
C 0.510 -2.044 -0.431
C 1.519 -2.896 0.247
C 1.943 -1.340 -2.481
C -0.833 -0.081 -3.338
C -2.979 -0.825 -1.092
C -1.527 -2.597 1.083
Tm 0.128 0.436 0.095
H 2.824 -1.566 -1.868
H 1.897 -2.097 -3.281
H 2.111 -0.371 -2.970
H 2.537 -2.561 0.016
H 1.396 -2.877 1.336
H 1.435 -3.947 -0.073
H -2.406 -2.034 1.420
H -1.868 -3.611 0.814
H -0.846 -2.695 1.937
H -3.185 0.066 -1.698
H -3.555 -1.659 -1.524
H -3.373 -0.646 -0.081
H -0.027 0.622 -3.600
H -0.924 -0.795 -4.172
H -1.770 0.487 -3.288
C -1.141 2.066 2.370
C -0.321 0.959 2.939
N 0.487 0.122 2.269
C 1.062 -0.747 3.212
C 0.584 -0.416 4.434
N -0.277 0.670 4.235
H -1.954 2.315 3.072
H -0.530 2.974 2.217
H -1.636 1.767 1.412
H 1.767 -1.503 2.907
H 0.769 -0.846 5.402
H -0.790 1.172 4.955
```

Expectation value of S²: 2.00
HOMO level (spin up / spin down): -14.38 / -14.40 eV
2S+1: 3
Net charge: +2

=====

(5)
This record from OMol25 describes 2 unconnected molecules or ions with the total composition CH8NS. The level of theory is ωB97M-V/def2-TZVPD.

Geometry as XYZ:
```
11
Properties=species:S:1:pos:R:3
N -0.113 2.124 1.024
H 0.601 2.499 0.398
H -0.177 2.609 1.916
H -1.024 2.096 0.561
H 0.125 1.127 1.143
C 0.167 -1.742 -1.353
S 0.285 -1.201 0.368
H 0.967 -1.207 -1.867
H 0.298 -2.800 -1.467
H -0.756 -1.373 -1.785
H -0.375 -2.133 1.062
```

HOMO level: -13.18 eV
2S+1: 1
Energy above the lowest of the compared OMol25 structures with the same formula, charge and spin: 3.4 kcal/mol
Net charge: +1

=====

(6)
This record from OMol25 describes 2 unconnected molecules or ions with the total composition C4H7NO in a non-equilibrium geometry. The level of theory is ωB97M-V/def2-TZVPD.

Geometry as XYZ:
```
13
Properties=species:S:1:pos:R:3
C 1.231 0.771 1.048
C 0.091 0.026 0.914
N -0.085 -0.226 -0.423
C 0.923 0.409 -1.159
C 1.780 0.951 -0.236
H 1.597 1.050 2.024
H -0.825 -0.020 1.486
H -0.864 -0.611 -0.927
H 0.648 0.443 -2.199
H 2.666 1.476 -0.558
H -3.339 -1.997 -0.121
H -2.709 -0.912 0.738
O -2.637 -1.368 -0.130
```

HOMO level: -8.10 eV
2S+1: 1
Energy above the lowest of the compared OMol25 structures with the same formula, charge and spin: 31.4 kcal/mol
SMILES string: c1cc[nH]c1.O

=====

(7)
This record from OMol25 describes a gas-phase ion, C6H5N2O3S (charge +1) in a non-equilibrium geometry. The level of theory is ωB97M-V/def2-TZVPD.

Geometry as XYZ:
```
17
Properties=species:S:1:pos:R:3
C -1.490 -1.531 -0.564
C -1.060 -0.862 -1.678
C -1.042 -1.049 0.692
C -0.293 0.309 -1.570
C -0.163 -0.002 0.809
C 0.164 0.823 -0.339
N 0.101 0.112 2.113
N -0.123 -0.420 3.139
O -0.122 -0.678 4.260
O 2.597 1.090 -0.986
O 1.473 3.371 -0.348
S 1.407 2.228 -1.221
H -1.933 -2.491 -0.614
H -1.391 -1.396 -2.609
H -1.119 -1.726 1.534
H -0.136 0.959 -2.408
H 3.130 1.263 -0.211
```

HOMO level: -13.74 eV
2S+1: 1
Energy above the lowest of the compared OMol25 structures with the same formula, charge and spin: 137.6 kcal/mol
Net charge: +1

=====

(8)
This record from OMol25 describes a molecular structure, C11H16ClMnO3P in a non-equilibrium geometry. The level of theory is ωB97M-V/def2-TZVPD.

Geometry as XYZ:
```
33
Properties=species:S:1:pos:R:3
Cl 3.007 -3.613 0.749
C 0.566 0.693 -2.365
C -0.818 1.016 -2.356
C -1.555 -0.190 -2.063
H -1.258 1.963 -2.646
C -0.628 -1.288 -1.928
C 0.719 -0.679 -1.968
H 1.653 -1.230 -1.862
H 1.372 1.329 -2.724
H -2.636 -0.311 -2.120
C -0.903 -2.733 -1.818
Mn -0.250 0.034 -0.324
C -0.693 -1.160 1.037
O -0.942 -1.566 2.101
C 1.252 0.339 0.691
O 2.054 0.617 1.499
H -1.715 -2.928 -1.107
H -0.014 -3.264 -1.445
H -1.189 -3.214 -2.771
C -3.209 3.006 1.430
P -1.518 2.471 1.642
C -0.347 3.721 1.129
C -1.142 2.045 3.345
O -1.364 1.243 0.758
H -3.363 3.308 0.392
H -3.426 3.848 2.090
H -3.881 2.177 1.663
H -0.453 4.584 1.796
H 0.664 3.313 1.206
H -0.547 4.019 0.094
H -1.735 1.176 3.647
H -0.080 1.794 3.406
H -1.361 2.896 3.999
```

Expectation value of S²: 3.87
HOMO level (spin up / spin down): -17.41 / -16.92 eV
2S+1: 4
Net charge: +2

=====

Copy entry 2 word for word.
This record from OMol25 describes 5 unconnected molecules or ions with the total composition CH11O5 in a non-equilibrium geometry. The level of theory is ωB97M-V/def2-TZVPD.

Geometry as XYZ:
```
17
Properties=species:S:1:pos:R:3
C 1.977 -0.343 0.006
O 0.722 -0.543 -0.788
H 1.926 -0.806 0.958
H 2.071 0.737 0.135
H 2.843 -0.642 -0.612
H -1.218 1.303 0.971
H -1.731 2.195 -0.168
O -0.989 2.164 0.463
H 0.084 -0.421 0.112
H -0.306 0.389 2.261
O -0.479 -0.346 1.623
H -0.584 1.851 -1.037
H -0.796 0.892 -2.147
O -0.813 1.842 -2.011
H -0.278 -2.545 -0.320
H -1.461 -2.628 0.641
O -0.969 -3.100 -0.086
```

HOMO level: -4.83 eV
2S+1: 1
Energy above the lowest of the compared OMol25 structures with the same formula, charge and spin: 32.7 kcal/mol
Net charge: -1

=====

Look up the 2S+1 of the sixth one. 1